{"formula": "C21H60N2O10", "method": "wB97M-V/def2-TZVPD", "e_tot_ev": -46199.4241, "orbital_gap_ev": [2.08, 8.45], "homo_energy_ev": [0.2, -6.3], "total_charge": -1, "multiplicity": 2, "lumo_ev": [2.26, 2.16], "de_lowest_kcal_mol": 29.46, "elements": ["O", "O", "O", "O", "O", "O", "O", "O", "O", "O", "N", "N", "C", "C", "C", "C", "C", "C", "C", "C", "C", "C", "C", "C", "C", "C", "C", "C", "C", "C", "C", "C", "C", "H", "H", "H", "H", "H", "H", "H", "H", "H", "H", "H", "H", "H", "H", "H", "H", "H", "H", "H", "H", "H", "H", "H", "H", "H", "H", "H", "H", "H", "H", "H", "H", "H", "H", "H", "H", "H", "H", "H", "H", "H", "H", "H", "H", "H", "H", "H", "H", "H", "H", "H", "H", "H", "H", "H", "H", "H", "H", "H", "H"], "coordinates": [[-1.82920, 5.81790, -1.66449], [4.67384, 1.51324, -0.86387], [-3.06691, -2.97901, 0.00387], [-3.66128, -0.03717, -0.50029], [3.20796, -3.28915, 4.09519], [-0.99928, 0.98372, -0.92095], [0.23113, 0.21247, 2.69342], [-0.92283, -3.98859, -1.52022], [1.48497, 4.91063, 1.01853], [-2.00868, 1.57752, 1.93377], [2.93829, -4.20798, 3.06802], [-2.91876, 5.29992, -2.31850], [-4.41852, 5.68277, -0.40923], [2.55428, -6.58192, 2.56877], [2.48132, -5.80796, 4.98157], [-1.42951, 3.68273, -3.56000], [0.55190, 3.83256, 0.92306], [4.69690, -5.90767, 3.85358], [3.23899, -3.79711, 1.65184], [-3.77067, 4.05544, -4.34240], [-5.06226, 4.06601, -2.12412], [-4.58601, 3.21686, -3.30256], [-2.57748, 4.77056, -3.66250], [3.13713, -5.56761, 3.61327], [4.63958, -3.34386, 1.40927], [3.07862, -6.31404, 1.10029], [2.73932, -4.90499, 0.62949], [-3.20509, 3.44666, -0.52364], [-0.39887, -0.28723, -0.83940], [3.43420, 0.81891, -0.81548], [-2.10505, 5.86391, -4.70334], [2.34761, -2.52016, 1.22542], [-3.86357, 4.56690, -1.33913], [-4.38610, 6.69404, -0.81464], [-2.84289, 2.69537, -1.22540], [-4.11632, 2.28588, -2.98512], [-1.93922, 0.84113, -1.05435], [-1.04292, 6.10872, -4.69688], [2.87412, -5.13250, 5.74153], [4.95582, -3.38645, 0.36702], [-1.38987, 3.12097, -4.49326], [-3.89094, 3.12433, 0.25982], [5.45823, -3.86307, 1.90759], [-2.42858, 5.58855, -5.70714], [-4.38058, 4.76973, -4.89548], [-1.01566, -1.07371, -1.27428], [0.48983, -0.13129, -1.45093], [-0.47242, 4.13271, -3.29621], [1.70182, -4.80288, 0.31129], [0.27079, -0.65281, 3.10078], [-3.67736, 5.80215, 0.38104], [-5.80692, 4.81598, -2.39081], [4.16356, -3.19739, 4.09686], [2.49701, -2.20745, 0.19199], [0.64565, 3.28905, -0.01710], [2.94619, -7.57059, 2.80761], [2.62945, -1.73825, 1.93060], [-1.08814, 5.21104, -1.72892], [-1.62083, 2.98420, -2.74543], [-5.63843, 3.43671, -1.44579], [1.29351, -2.66246, 1.46358], [5.00010, -5.35585, 4.74333], [-0.48696, 4.16193, 0.94287], [-2.32172, 3.75845, 0.03364], [2.82345, 0.85134, 0.08676], [-2.48662, 6.87948, -4.59788], [-1.32843, -4.78196, -1.86993], [-5.42554, 2.79311, -3.85366], [3.51950, -0.23049, -1.09760], [-1.21029, 1.24092, 2.34060], [1.83633, 5.15015, 0.15785], [-2.14847, -2.78032, -0.17841], [0.65937, 3.23395, 1.82762], [5.31267, 0.85044, -1.13626], [-1.78478, 1.67205, 1.00794], [0.01649, -0.48568, 0.14862], [1.01399, 0.66300, 3.01026], [5.38526, -5.57607, 3.07621], [-5.27781, 5.39484, 0.19642], [2.93694, 1.30013, -1.65764], [-3.42044, 3.35971, -5.10489], [-4.30728, 0.35780, 0.08529], [-0.06706, -3.94836, -1.94716], [4.14741, -6.50055, 0.99548], [-3.56093, -0.93280, -0.17776], [-3.05194, -3.85895, 0.38032], [2.66656, -6.81216, 5.36285], [4.92312, -2.36625, 1.79913], [3.29838, -4.83748, -0.30379], [4.89239, -6.96810, 4.01290], [2.77370, -7.13654, 0.45329], [1.47043, -6.69452, 2.54293], [1.40126, -5.66715, 5.02343]], "atomic_forces_ev_per_a": [[0.7, 1.0, 0.4], [0.6, -0.5, 1.0], [-0.7, 0.7, 0.3], [0.0, 0.4, -0.5], [0.2, 0.7, -0.8], [-0.7, 0.8, 0.2], [0.2, 0.1, 0.0], [-0.3, 0.7, 0.6], [-0.1, 0.1, 0.2], [-0.7, 0.6, 0.2], [-1.5, -1.0, 0.0], [-2.2, -0.7, -0.8], [2.0, -0.2, 1.3], [1.5, 0.0, -1.2], [-0.3, 0.6, 0.3], [-0.7, 0.6, 0.5], [-0.2, 0.4, -0.1], [-0.8, 0.7, -0.1], [-2.4, 0.6, -0.9], [-0.3, -0.7, 1.6], [0.3, -1.4, -0.3], [-0.9, 0.5, -1.3], [1.1, -0.7, -0.7], [1.0, -1.3, -1.4], [2.5, 0.0, 0.2], [-0.4, -0.4, 1.3], [1.2, -0.8, 0.3], [0.3, 0.6, -0.4], [1.4, 0.5, -0.7], [-0.6, 0.1, -1.8], [0.0, 0.5, 0.6], [0.4, -0.8, 2.1], [0.0, 2.0, -0.5], [-0.8, -0.3, -0.6], [-0.5, -0.4, 0.5], [0.7, 0.3, 0.2], [-0.5, -0.1, 0.2], [0.3, -0.7, 0.0], [0.2, 0.1, -0.1], [-0.4, 0.2, -0.2], [0.4, 0.1, 0.1], [-0.1, -0.5, -0.3], [-0.3, -1.1, 0.1], [0.3, -0.4, 0.0], [-0.4, 0.1, 0.4], [0.1, -0.1, 0.3], [0.2, -0.8, -0.3], [0.2, 0.0, -0.5], [-0.2, 0.1, 0.6], [-0.1, -0.4, 0.1], [0.4, 0.0, 0.3], [0.5, 0.5, -0.4], [0.5, 0.2, 0.2], [0.1, -0.2, 0.1], [0.3, -0.5, 0.3], [-0.1, -0.1, 0.4], [0.3, 0.5, -0.3], [0.2, -0.6, 0.1], [-0.2, -0.2, -0.2], [0.1, -0.3, 0.2], [-0.1, -0.5, -0.5], [0.1, -0.1, 0.2], [0.0, 0.5, 0.1], [0.0, 0.5, -0.2], [0.5, 0.5, 0.3], [-0.8, -0.1, 0.6], [-0.3, -0.6, -0.2], [-0.4, 0.2, 0.0], [0.2, -0.1, 0.1], [0.3, -0.4, 0.1], [-0.2, -0.2, 0.0], [0.6, -0.3, -0.4], [0.2, -0.3, -0.3], [0.3, 0.2, 0.1], [0.2, -0.2, -0.5], [-0.6, -0.3, 0.3], [0.3, 0.2, 0.1], [-0.4, -0.1, -0.3], [-0.5, 0.1, -0.7], [-1.1, -0.3, 0.3], [0.4, 0.1, 0.0], [0.0, 0.2, 0.2], [0.7, 0.0, -0.3], [0.5, 0.5, 0.7], [0.1, -0.8, 0.1], [0.1, -0.3, 0.0], [0.2, -0.2, -0.4], [-0.8, 0.6, -0.2], [0.1, 0.8, -0.1], [-0.3, 0.0, 0.1], [-1.0, 0.3, -0.2], [-0.1, 0.6, 0.2], [-0.1, 0.1, -0.5]], "lowdin_charge": [-0.014, -0.129, -0.134, -0.059, -0.023, -0.168, -0.044, -0.249, -0.122, -0.071, -0.102, -0.109, -0.044, -0.125, -0.059, -0.020, -0.148, -0.034, -0.433, -0.135, -0.152, -0.162, -0.448, -0.464, -0.081, -0.199, -0.160, -0.024, -0.159, -0.187, -0.035, -0.051, -0.463, 0.084, 0.049, 0.106, 0.015, 0.067, 0.068, 0.082, 0.085, 0.099, 0.059, 0.069, 0.110, 0.064, 0.061, 0.070, 0.089, 0.055, 0.068, 0.120, 0.082, 0.066, 0.077, 0.098, 0.055, 0.072, 0.057, 0.116, 0.064, 0.063, 0.053, 0.060, 0.070, 0.074, -0.026, 0.102, 0.060, -0.029, 0.066, -0.028, 0.073, 0.064, -0.021, 0.059, 0.050, 0.050, 0.082, 0.073, 0.108, 0.044, -0.048, 0.097, 0.003, 0.015, 0.081, 0.076, 0.084, 0.073, 0.089, 0.104, 0.082]}